Record 1
{"formula": "C22H33N5O3S2", "method": "the ωB97M-V functional and the def2-TZVPD basis", "homo_lumo_gap_ev": 7.7077, "homo_energy_ev": -8.3, "e_tot_ev": -58613.5579, "lumo_ev": -0.55, "charge": 0, "elements": ["O", "C", "N", "H", "C", "C", "H", "C", "N", "C", "C", "C", "C", "C", "H", "H", "H", "H", "H", "H", "H", "H", "H", "H", "H", "H", "H", "H", "H", "C", "C", "C", "C", "C", "C", "H", "H", "H", "H", "C", "N", "S", "O", "O", "C", "C", "C", "C", "C", "N", "S", "N", "C", "H", "H", "H", "H", "H", "H", "H", "H", "H", "H", "H", "H"], "xyz": [[-1.317181, 1.662530, -0.434060], [-1.528973, 1.149066, -1.521782], [-2.635175, 1.413101, -2.240292], [-2.800239, 0.903822, -3.094593], [-3.737082, 2.200927, -1.733278], [-4.941116, 1.323428, -1.387139], [-5.788296, 1.971083, -1.161185], [-4.639812, 0.397705, -0.203098], [-5.550166, -0.732516, -0.187635], [-6.882760, -0.426434, 0.302864], [-6.961349, -0.260629, 1.826010], [-6.415326, -1.510062, 2.512704], [-5.006157, -1.802879, 2.003752], [-5.029209, -1.913848, 0.475296], [-4.024650, -2.113294, 0.093976], [-5.672903, -2.752424, 0.187862], [-4.330208, -0.997900, 2.299833], [-4.631192, -2.733335, 2.432718], [-6.408370, -1.374581, 3.596432], [-7.064053, -2.359791, 2.284058], [-6.377238, 0.609500, 2.133181], [-7.998258, -0.086366, 2.118084], [-7.239035, 0.476786, -0.195207], [-7.532707, -1.254997, 0.001831], [-3.629474, -0.000352, -0.322335], [-4.650743, 0.986988, 0.725667], [-5.208014, 0.707269, -2.248529], [-4.016797, 2.944088, -2.486123], [-3.370721, 2.714003, -0.841737], [-0.568000, 0.147348, -2.144930], [0.848373, 0.732583, -2.114557], [1.921914, -0.315147, -2.383208], [1.762023, -1.499768, -1.433043], [0.404070, -2.148555, -1.681540], [-0.682379, -1.143330, -1.317808], [-0.581837, -0.891289, -0.260396], [-1.672740, -1.580835, -1.473305], [0.311317, -2.449126, -2.728506], [0.294185, -3.037473, -1.059193], [2.926070, -2.478769, -1.555974], [4.128399, -1.838074, -1.051924], [4.178242, -1.540670, 0.611504], [5.544969, -1.760516, 0.997410], [3.153851, -2.277249, 1.288466], [3.899251, 0.227862, 0.693667], [4.983393, 1.026286, 0.439948], [4.898745, 2.426750, 0.488842], [3.720774, 3.055891, 0.801606], [2.595805, 2.265708, 1.067219], [1.358485, 2.681329, 1.373113], [0.411524, 1.410683, 1.542498], [1.493336, 0.259694, 1.283306], [2.677365, 0.827043, 1.015492], [3.638403, 4.129990, 0.847343], [5.781941, 3.010702, 0.280173], [5.919877, 0.541804, 0.215406], [4.976535, -2.325131, -1.299586], [3.096620, -2.755512, -2.599993], [2.697495, -3.383411, -0.977740], [1.767354, -1.144759, -0.400732], [1.845685, -0.668503, -3.415497], [2.908551, 0.132472, -2.251646], [1.014583, 1.176695, -1.134804], [0.916480, 1.536907, -2.851771], [-0.852039, -0.063954, -3.181121]], "atomic_forces_ev_per_a": [[-0.2, 0.1, -0.1], [0.1, -0.2, -0.6], [-0.3, 0.0, -0.3], [0.2, 0.0, 0.1], [-0.3, 0.1, 0.1], [0.3, 0.1, 0.2], [-0.1, 0.0, -0.1], [-0.2, 0.1, -0.3], [0.1, -0.1, -0.1], [-0.1, 0.2, 0.1], [0.0, -0.2, -0.2], [0.2, 0.2, 0.1], [-0.2, -0.2, -0.2], [0.2, 0.0, 0.2], [0.0, 0.0, 0.0], [0.1, -0.1, 0.0], [0.1, 0.0, 0.1], [0.1, 0.0, 0.0], [-0.1, -0.1, 0.0], [0.0, -0.1, 0.0], [0.0, 0.1, 0.1], [0.0, 0.1, 0.0], [-0.1, 0.0, 0.0], [-0.1, 0.1, 0.0], [0.0, 0.0, 0.1], [0.1, 0.0, 0.0], [-0.1, 0.0, 0.0], [0.1, 0.0, 0.1], [0.0, 0.1, -0.1], [0.1, 0.2, 0.4], [0.0, -0.1, -0.2], [-0.1, 0.1, 0.3], [0.1, -0.3, -0.5], [0.1, 0.2, 0.3], [0.0, -0.1, -0.3], [-0.1, 0.0, 0.0], [0.0, 0.0, 0.1], [0.0, -0.1, -0.1], [0.0, -0.1, 0.0], [-0.7, -0.1, 0.2], [0.3, 0.2, 0.8], [0.5, -0.3, -0.4], [0.1, 0.2, -0.2], [-0.2, 0.4, -0.2], [0.6, -0.7, -0.1], [-0.1, -0.5, 0.1], [-0.3, 0.5, 0.1], [0.4, 0.1, -0.1], [-0.4, -1.0, 0.0], [-0.6, 0.7, 0.1], [1.8, 0.0, 0.2], [-0.5, -0.5, 0.3], [-0.9, 0.9, 0.2], [0.0, 0.1, 0.0], [0.1, 0.0, 0.0], [0.2, 0.0, 0.0], [0.2, 0.0, 0.1], [0.1, 0.0, 0.0], [0.0, 0.0, -0.2], [-0.2, 0.0, -0.1], [0.1, -0.1, -0.1], [0.0, 0.0, -0.1], [0.0, 0.1, 0.0], [0.0, 0.1, 0.1], [0.0, 0.0, 0.0]]}

Record 2
{"formula": "C18H55CoO10", "method": "the ωB97M-V functional and the def2-TZVPD basis", "homo_lumo_gap_ev": [9.4852, 9.2201], "homo_energy_ev": [-11.9, -11.9], "e_tot_ev": -77654.5740, "lumo_ev": [-2.44, -2.70], "charge": 1, "spin_multiplicity": 4, "elements": ["Co", "O", "H", "C", "C", "O", "H", "H", "H", "H", "H", "H", "C", "C", "O", "H", "H", "H", "H", "H", "H", "C", "C", "O", "H", "H", "H", "H", "H", "H", "C", "C", "O", "H", "H", "H", "H", "H", "H", "C", "C", "O", "H", "H", "H", "H", "H", "H", "C", "C", "O", "H", "H", "H", "H", "H", "H", "C", "C", "O", "H", "H", "H", "H", "H", "H", "C", "C", "O", "H", "H", "H", "H", "H", "H", "C", "C", "O", "H", "H", "H", "H", "H", "H"], "xyz": [[-16.457214, 7.988321, 18.106284], [-17.646883, 8.822634, 19.421141], [-16.942408, 9.104111, 20.016208], [-16.474395, 8.899229, 22.750072], [-15.692581, 7.680387, 23.158994], [-14.738762, 7.318617, 22.133253], [-17.078145, 9.235860, 23.589452], [-17.126396, 8.675623, 21.902003], [-15.823570, 9.721229, 22.432916], [-16.399844, 6.862545, 23.347815], [-15.161432, 7.861598, 24.097361], [-14.163934, 6.645370, 22.511249], [-15.978539, 4.565804, 20.576160], [-17.084802, 5.484804, 20.059511], [-16.799211, 5.960421, 18.723625], [-16.077990, 4.426815, 21.653389], [-15.000106, 5.002701, 20.380343], [-16.044326, 3.581617, 20.111309], [-17.228603, 6.352177, 20.697652], [-18.027099, 4.936032, 20.053896], [-16.977502, 5.260196, 18.087616], [-12.612490, 8.943991, 19.856561], [-13.459189, 7.932441, 19.090862], [-14.863592, 7.982979, 19.447702], [-11.697364, 9.142293, 19.294180], [-12.319163, 8.547358, 20.826033], [-13.139340, 9.889255, 19.979111], [-13.103883, 6.917629, 19.291444], [-13.391048, 8.087450, 18.014602], [-14.947212, 7.789422, 20.408769], [-15.311344, 12.004676, 21.689109], [-15.310881, 11.727660, 20.185378], [-14.012911, 11.672689, 19.594627], [-16.323300, 11.902507, 22.081719], [-14.977297, 13.027021, 21.886324], [-14.643766, 11.335859, 22.237571], [-15.934412, 12.494117, 19.710113], [-15.793262, 10.775347, 19.958545], [-13.592932, 12.536025, 19.665496], [-22.079300, 7.003537, 20.265983], [-20.636541, 6.957335, 19.833646], [-19.878201, 7.853179, 20.647689], [-22.304389, 6.325784, 21.088568], [-22.751482, 6.695483, 19.455227], [-22.355241, 8.023296, 20.531139], [-20.550138, 7.256385, 18.777903], [-20.256017, 5.931556, 19.916981], [-19.052572, 8.117854, 20.194401], [-20.103528, 12.769633, 21.153833], [-19.318337, 11.490451, 21.176080], [-18.472118, 11.445510, 20.029013], [-20.739554, 12.847973, 22.033713], [-20.704488, 12.813542, 20.245458], [-19.435646, 13.634603, 21.149384], [-20.004352, 10.629051, 21.198496], [-18.728411, 11.393460, 22.102916], [-18.196004, 10.528126, 19.867337], [-19.331925, 6.693478, 15.139905], [-18.217513, 7.699276, 15.355206], [-18.046781, 8.015129, 16.763677], [-20.286521, 7.108549, 15.459692], [-19.122061, 5.770297, 15.677993], [-19.421442, 6.459091, 14.076753], [-18.458508, 8.629055, 14.835493], [-17.279363, 7.311588, 14.962639], [-18.769669, 8.619976, 17.046943], [-16.515832, 11.096604, 15.411317], [-16.626932, 10.886094, 16.883519], [-15.726581, 9.804868, 17.319538], [-15.495542, 11.381881, 15.137333], [-17.174544, 11.894427, 15.068204], [-16.752118, 10.189908, 14.852266], [-17.628455, 10.631178, 17.212876], [-16.335736, 11.779481, 17.428056], [-14.835130, 10.167016, 17.407785], [-22.162519, 9.403559, 16.770440], [-21.380573, 9.642030, 18.039604], [-19.963932, 9.586243, 17.767203], [-23.208078, 9.663867, 16.939111], [-22.114002, 8.360619, 16.453866], [-21.786246, 10.021953, 15.954700], [-21.635140, 8.892268, 18.792443], [-21.621485, 10.628580, 18.444501], [-19.510880, 9.406050, 18.606629]], "atomic_forces_ev_per_a": [[-0.7, 0.3, 0.4], [0.5, -0.2, -0.1], [-0.3, 0.2, 0.2], [0.3, 0.2, -0.5], [-0.1, -0.1, 0.3], [-0.4, 0.1, 0.3], [-0.1, 0.0, 0.0], [-0.2, -0.1, 0.2], [0.0, -0.3, 0.3], [0.2, -0.1, -0.2], [0.1, 0.0, -0.1], [0.1, 0.0, -0.2], [-0.2, 0.3, -0.1], [0.2, -0.6, 0.4], [0.0, 0.1, -0.3], [-0.1, 0.0, 0.0], [0.0, 0.0, 0.0], [0.1, 0.0, -0.1], [0.1, 0.2, -0.2], [-0.1, 0.1, -0.1], [-0.1, 0.0, 0.0], [-0.1, -0.3, -0.2], [0.3, -0.1, 0.4], [0.3, 0.1, -0.1], [0.0, 0.0, 0.0], [-0.1, 0.0, 0.1], [0.1, -0.2, 0.0], [0.0, 0.0, -0.1], [-0.2, 0.1, 0.0], [0.1, -0.1, -0.1], [0.3, 0.1, -0.3], [-0.4, 0.4, 0.4], [-0.2, 0.1, -0.1], [0.0, 0.0, 0.0], [0.0, 0.0, 0.0], [0.0, 0.0, -0.1], [0.1, -0.1, -0.1], [0.2, 0.0, 0.0], [0.0, 0.0, 0.0], [-0.7, -0.3, -0.2], [0.4, 0.2, -0.1], [-0.2, -0.2, -0.1], [0.2, 0.2, 0.2], [0.2, 0.0, 0.0], [0.0, 0.0, 0.2], [0.1, -0.2, 0.1], [0.1, 0.0, 0.0], [0.0, -0.2, 0.1], [0.2, 0.3, 0.0], [0.0, -0.6, 0.2], [0.0, 0.0, 0.1], [-0.1, 0.0, 0.0], [-0.1, 0.0, 0.1], [0.0, -0.1, 0.0], [0.1, 0.1, -0.2], [0.0, 0.2, -0.1], [-0.1, 0.1, 0.0], [0.1, 0.1, 0.0], [-0.4, 0.2, 0.2], [0.4, -0.5, -0.7], [0.0, -0.1, 0.1], [-0.1, 0.0, 0.0], [0.1, 0.0, 0.0], [0.1, 0.0, 0.0], [0.2, 0.1, 0.2], [-0.3, -0.1, 0.0], [0.3, 0.0, -0.7], [0.3, -0.1, 0.5], [-0.1, 0.1, -0.3], [-0.1, 0.0, 0.0], [-0.1, 0.0, 0.1], [-0.1, 0.0, 0.1], [0.0, -0.2, 0.0], [0.0, 0.1, 0.1], [-0.1, 0.0, 0.2], [0.1, 0.0, -0.1], [0.0, 0.1, 0.0], [0.0, -0.3, 0.2], [0.0, -0.1, 0.0], [0.0, 0.0, 0.0], [0.0, 0.1, 0.0], [0.0, 0.3, -0.2], [0.1, 0.0, 0.0], [0.0, 0.3, 0.1]]}

Record 3
{"formula": "C4H13NO", "method": "the ωB97M-V functional and the def2-TZVPD basis", "homo_lumo_gap_ev": 10.6336, "smiles": "CCC.NCO", "homo_energy_ev": -9.6, "e_tot_ev": -7894.7650, "lumo_ev": 0.99, "charge": 0, "elements": ["C", "C", "C", "H", "H", "H", "H", "H", "H", "H", "H", "N", "C", "O", "H", "H", "H", "H", "H"], "xyz": [[1.303206, -2.581199, -0.765614], [2.543538, -3.325491, -1.269233], [2.862834, -4.590976, -0.383825], [0.358802, -2.917530, -1.103012], [1.290976, -1.728326, -1.346329], [1.304281, -2.314030, 0.276388], [3.348908, -2.581556, -1.121455], [2.670499, -3.564518, -2.412791], [2.189117, -5.483551, -0.733214], [3.857828, -4.888692, -0.486823], [2.626381, -4.348129, 0.580966], [-2.677989, 4.069380, 0.508750], [-2.755545, 4.898187, 1.693796], [-4.136799, 5.644549, 1.678971], [-3.454429, 3.469303, 0.252344], [-2.455383, 4.555591, -0.355966], [-2.682052, 4.183950, 2.569308], [-1.964489, 5.637725, 1.737915], [-4.229682, 5.865313, 0.679824]], "atomic_forces_ev_per_a": [[0.6, -0.8, -1.2], [1.3, -0.9, -0.2], [-2.5, -0.7, -4.1], [-1.1, -1.5, 0.3], [0.3, 2.7, -0.8], [0.1, -0.2, 0.4], [0.0, -0.5, 0.1], [-1.0, 0.4, 2.1], [1.2, 1.6, 0.8], [1.6, -0.5, -0.1], [-0.5, 0.4, 2.6], [0.9, 0.5, -0.6], [-2.8, -1.0, -0.7], [2.2, -0.6, -1.8], [-0.1, 0.1, 1.0], [0.2, 0.2, 0.4], [-0.6, 1.3, -0.7], [0.1, 0.0, -0.2], [0.2, -0.5, 2.6]]}

Among the records above, which one has the highest charge?
C18H55CoO10

What is the charge in the second record?
+1